1.
Below is a structure of composition C39H46CsN11O4S3, with properties calculated with ωB97M-V with the def2-TZVPD basis set.

Geometry as ORCA input:
```
! RIJCOSX wB97M-V def2-TZVPD def2/J DEFGRID3
* xyz -2 1
Cs -0.62136 0.14498 -0.66145
S 3.71580 4.05744 -4.05637
S 5.07228 2.90370 -1.67022
S 5.85692 2.01666 1.80149
O 0.51107 -1.45961 -2.02376
O -2.56467 1.46335 -0.02709
O 0.32189 -3.10366 -3.53218
O 1.54078 -2.08417 1.30754
N 4.73348 -0.25768 1.83331
N -4.02176 -0.04720 -2.01456
N -1.83368 -3.42900 -1.39735
N -2.53457 -1.18346 2.87767
N 2.83647 1.91313 -2.88928
N -0.13806 0.62088 3.49110
N 3.35543 2.93674 1.26819
N 3.73536 0.63316 1.53482
N 2.93770 -3.36541 -0.73443
N 3.81671 -1.26648 -0.93173
N 3.51283 -2.54612 -2.84905
C -3.77025 -0.17858 -5.69266
C 7.13581 -0.48624 2.27415
C -0.36684 -3.52822 -1.27537
C 1.47836 -2.49210 2.52579
C 0.96896 -2.04949 4.87633
C 1.86037 -3.80117 2.92424
C 3.38320 -2.38844 -1.50014
C 3.80051 2.79552 -2.79572
C -3.04564 1.95099 1.06651
C 4.16001 1.85621 1.48437
C -3.58508 2.09282 -4.97157
C 0.72915 -0.23445 3.12735
C 0.15985 -4.98571 -1.37532
C 0.20176 -2.62194 -2.38270
C -4.18278 3.02379 3.44553
C -3.84423 0.33614 -3.32973
C 2.28409 3.33191 -4.70656
C 0.38748 2.94288 -6.10849
C -3.63813 1.16746 -6.00833
C -3.26499 1.13718 2.21865
C 0.85383 1.43669 -4.27784
C -2.97261 -0.29849 2.07827
C 1.59008 -5.25242 -1.89332
C 2.79333 -4.75247 -1.09340
C 1.49762 3.70989 -5.78697
C -3.91494 3.84580 2.34583
C -3.36870 3.33107 1.19252
C 1.97949 2.19046 -3.94235
C 5.88344 0.29021 1.99136
C 1.78931 -4.20372 4.24236
C 6.89489 -1.59742 3.29223
C -3.87088 -0.59399 -4.37500
C 1.00985 -1.61994 3.55617
C 1.34955 -3.33411 5.24040
C 0.07034 1.81169 -5.35497
C -3.85122 1.68386 3.35806
C -1.17945 0.33524 4.47032
C -3.68464 1.69086 -3.65190
C -2.07293 -0.89486 4.23181
H 0.61957 0.56101 -3.69299
H -0.74727 0.22455 5.47278
H -0.24178 3.22820 -6.94337
H -1.79087 1.23354 4.50756
H 1.30955 -3.65033 6.27548
H 6.09205 -2.25042 2.95465
H 3.81526 -1.69325 -3.30109
H -3.78313 -1.00768 -1.81040
H -3.54504 1.48704 -7.03852
H -3.44004 3.14370 -5.19304
H 3.77291 3.66583 0.70362
H 7.91284 0.19677 2.62410
H -0.09524 -3.10233 -0.30292
H 7.79945 -2.19131 3.43660
H 6.59499 -1.18129 4.25477
H 3.68100 -1.17552 0.06722
H -3.62489 2.41319 -2.84620
H 2.64489 -2.87320 -3.27717
H -4.63401 3.42426 4.34462
H 2.44581 2.68937 0.90244
H -2.28210 -4.07838 -0.75977
H 3.69870 -5.06376 -1.62349
H -0.51879 -5.50827 -2.05711
H -2.93442 -0.80955 4.90767
H -4.14875 4.90472 2.39720
H -0.80567 1.22490 -5.60132
H 1.74668 4.59230 -6.36486
H 2.79453 -5.27023 -0.13072
H 2.59211 -3.06216 0.21800
H -3.96191 -1.64865 -4.14087
H 0.64452 -1.35646 5.64424
H -2.08522 -3.70390 -2.34296
H 1.73078 -6.33895 -1.93063
H -3.65282 0.59923 -1.31360
H 0.05572 -5.45266 -0.38812
H 2.08930 -5.21398 4.50478
H 1.41997 0.09901 2.35362
H -3.78375 -0.92090 -6.48237
H 1.63427 -4.89133 -2.91822
H 2.21734 -4.48406 2.16028
H -4.06123 1.02864 4.19692
H 3.77894 -0.39409 -1.45374
H -1.53537 -1.78946 4.54268
H -3.17894 -0.67283 1.07041
H -3.17476 3.96312 0.33328
H 7.49411 -0.91433 1.33391
*
```

Relative energy (zero: lowest compared OMol25 entry of this formula, charge and spin): 34.9 kJ/mol

2.
Below is a structure of composition C17H27BLuNO4P2, with properties calculated with ωB97M-V with the def2-TZVPD basis set.

Geometry as ORCA input:
```
! RIJCOSX wB97M-V def2-TZVPD def2/J DEFGRID3
* xyz 2 1
Lu -0.68658 -0.27441 0.65574
P 0.65164 2.04912 1.81771
P -1.26859 -1.44445 -2.29420
O -3.70636 -4.05353 0.23181
O 1.32657 -0.78351 1.07729
O 3.08520 0.64493 0.70760
O -2.30098 -0.18997 2.09957
N -1.04786 1.37772 -0.84702
C -2.23605 3.64390 -1.97650
C 1.37266 3.68186 1.45757
C -1.33434 1.39836 -2.18343
C 3.54458 -0.63649 0.84010
C 2.51761 -1.51413 1.11581
C -1.42771 2.46203 -0.03167
C 4.88171 -1.00590 0.90465
C -2.08406 3.56750 -0.60153
C -2.80229 -2.29247 -2.78238
C -1.13343 0.12637 -3.05611
C 0.68578 1.74022 3.62679
C 2.76279 -2.82356 1.49619
C -1.86359 2.54500 -2.78483
C 4.10517 -3.20498 1.63537
C 5.14559 -2.31488 1.32687
C -1.04880 2.39394 1.36792
C 0.08374 -2.49184 -2.90580
B 1.73673 0.65857 1.02287
H -2.94712 -2.29171 -3.87095
H 0.98519 -1.87339 -3.05087
H -3.23879 -0.41990 2.08642
H -2.29491 0.69836 2.53970
H 0.30617 -3.30672 -2.19578
H -1.85090 0.10513 -3.88804
H 1.46045 0.99184 3.85005
H -1.66636 2.95954 2.10628
H 5.65946 -0.28927 0.64316
H 4.35169 -4.21722 1.97621
H -1.96985 2.55927 -3.88906
H -4.36176 -4.53039 0.69488
H 1.13430 4.37390 2.27609
H -3.65989 -1.79505 -2.30421
H -0.27066 1.34936 4.00423
H 2.45420 3.60180 1.31121
H 6.18374 -2.63934 1.42883
H 1.92462 -3.47643 1.70258
H 0.91328 4.07234 0.53908
H -3.29382 -3.73577 1.04528
H -2.33572 4.39327 0.06769
H -0.13958 0.16456 -3.52365
H -1.69779 -0.93060 -0.87785
H -0.20599 -2.93223 -3.88151
H -2.74760 -3.33406 -2.42549
H 0.92372 2.66956 4.16445
H -2.57526 4.57374 -2.44912
*
```

Relative energy (zero: lowest compared OMol25 entry of this formula, charge and spin): 241.8 kJ/mol

3.
Below is a structure of composition C37H33N7O4RhS2Se, with properties calculated with ωB97M-V with the def2-TZVPD basis set.

Geometry as ORCA input:
```
! RIJCOSX wB97M-V def2-TZVPD def2/J DEFGRID3
* xyz 3 1
Rh -0.40019 -0.20530 -0.54757
Se 1.35099 -0.12847 1.77460
S -2.09518 -0.40395 -2.50445
S -2.13488 -3.41670 -2.87309
O -2.96858 -6.68636 3.45784
O -4.48536 -5.10563 3.78566
O 1.55127 6.22765 -5.06405
O 2.94244 4.60603 -5.64834
N 2.93017 0.97301 3.87540
N -3.46717 -1.77768 -4.28745
N -0.74917 1.75118 -1.14452
N 2.18640 2.53041 2.55592
N -1.87944 0.35069 0.77853
N -0.30096 -2.23772 -0.23983
N 1.38090 -0.65865 -1.50016
C 3.21875 4.52952 3.75566
C 0.71881 4.72073 -2.81186
C 4.49262 3.80762 5.69863
C 0.58472 -2.81292 -0.96653
C 1.57005 -1.98906 -1.64981
C -2.24863 -0.23335 1.91360
C -2.52080 1.47728 0.39158
C -0.07487 2.56025 -2.12080
C -1.22453 -4.78234 2.28825
C -3.36834 -5.58899 3.22313
C 3.21127 -0.32037 4.48558
C -3.23635 -3.78514 1.41845
C 3.51355 -0.29331 -2.49031
C 0.08741 3.92199 -1.87651
C -2.62567 -1.81719 -3.28404
C -2.61042 -4.67457 2.28808
C 1.90935 5.09730 -4.94890
C 4.20296 2.47563 5.47848
C -3.95431 -3.05262 -4.82924
C -3.63894 1.95238 1.04378
C -4.07378 1.29063 2.18731
C -3.01762 -4.14436 -4.30088
C 2.67488 -2.51527 -2.28631
C 3.66392 -1.64589 -2.73321
C -1.09457 -3.06489 0.61869
C -2.48032 -2.97349 0.58762
C 3.40755 2.19236 4.37595
C 2.35781 0.16361 -1.86875
C -1.86722 2.19237 -0.69415
C -0.46340 -3.97148 1.46537
C 4.00673 4.81636 4.85276
C 2.93223 3.18920 3.53753
C 1.21909 4.16299 -3.98206
C 2.20192 1.20970 2.78536
C 1.02526 2.80889 -4.23854
C -3.34228 0.21146 2.64738
C 0.38043 2.00564 -3.31019
H -3.85709 -0.90057 -4.60850
H -2.31679 3.09077 -1.10783
H -0.27752 4.35299 -0.95154
H -2.27238 -4.44631 -5.03207
H -4.31738 -3.75049 1.34934
H 1.33040 2.37893 -5.18530
H 4.27900 0.41267 -2.77972
H -4.95082 1.62771 2.72327
H 5.10971 4.08242 6.54246
H 0.20013 0.95997 -3.52230
H 2.84776 5.31015 3.10577
H -2.95878 -2.29114 -0.10582
H 2.21020 1.21575 -1.67378
H 0.62264 -3.89655 -1.03854
H 4.57709 1.69818 6.13020
H -4.68408 -4.19974 3.52764
H 0.61835 -4.03262 1.48023
H -0.75755 -5.51634 2.93166
H -4.98318 -3.21265 -4.50692
H 0.82585 5.78549 -2.65171
H -4.14411 2.83358 0.67097
H 4.25832 5.84552 5.06773
H 2.83382 -0.33236 5.50636
H -3.55944 -5.02203 -3.96064
H 2.72808 -1.10761 3.91525
H -3.60794 -0.28793 3.56829
H -3.93798 -3.01552 -5.91639
H -1.66150 -1.07806 2.24411
H 4.54569 -2.01942 -3.23612
H 1.70494 2.96769 1.79007
H 4.28574 -0.49337 4.49738
H 3.14562 3.68869 -5.43855
H 2.76466 -3.58699 -2.40461
*
```

E: -147529.284 eV

4.
Below is a cluster of 4 separate species, C3H12O4 in total, with properties calculated with ωB97M-V with the def2-TZVPD basis set.

Geometry as ORCA input:
```
! RIJCOSX wB97M-V def2-TZVPD def2/J DEFGRID3
* xyz 0 1
O -0.34135 0.17274 -0.94461
O -6.02092 -0.43898 1.13632
O 1.55192 2.13336 3.98758
O 2.94008 0.43933 -4.54654
C 1.28929 -1.52962 -0.87095
C 0.47495 -0.70609 -0.23897
C 0.19102 -0.56946 1.22099
H 3.57875 0.55120 -3.84977
H 1.27478 -1.57813 -1.95478
H 1.96362 2.40470 4.80200
H 1.85222 1.24323 3.76810
H -5.78119 -0.39518 2.06565
H -5.22156 -0.38734 0.59900
H 1.01357 -0.84891 1.91318
H 3.37612 0.38200 -5.39604
H 1.99202 -2.22008 -0.41042
H -0.68267 -1.17709 1.43937
H -0.13104 0.44444 1.57220
H 0.14054 0.26399 -1.77968
*
```

SMILES string: C=C(C)O.O.O.O
Relative energy (zero: lowest compared OMol25 entry of this formula, charge and spin): 118.4 kJ/mol

5.
Below is a structure of composition C22H33GaN5O3, with properties calculated with ωB97M-V with the def2-TZVPD basis set.

Geometry as ORCA input:
```
! RIJCOSX wB97M-V def2-TZVPD def2/J DEFGRID3
* xyz 3 1
Ga 0.61988 0.09864 0.28509
O -1.17069 -0.28177 0.36175
O 0.55020 -0.54627 -1.67270
O -1.68821 -2.30127 1.16897
N 1.74706 1.60725 -0.34683
N -2.51751 2.37704 -1.42952
N -5.31736 1.82262 -1.98834
N 0.53997 0.82188 2.27199
N 1.48852 -1.57598 0.85202
C 2.90805 1.45395 -1.03082
C 3.65112 2.56959 -1.38823
C 0.89241 -4.67492 2.19352
C -4.92660 2.91840 -1.02933
C -4.26219 1.59731 -3.04126
C 2.74299 -0.37918 -2.76767
C 2.38102 -6.18620 3.31605
C 1.31019 2.85285 -0.04506
C 3.34850 0.07504 -1.42708
C 3.25312 -4.08977 2.54062
C -1.50178 -1.13432 1.36539
C -0.13841 -0.12699 3.21758
C -1.54302 -0.48593 2.73456
C 1.11294 -5.87827 2.83167
C 1.25943 -0.10242 -2.87039
C 1.73222 -2.56430 1.39828
C -3.55848 2.60184 -0.43287
C 3.21231 3.83966 -1.06182
C 2.00716 3.98470 -0.38201
C 1.97249 -3.78716 2.05351
C -2.91933 1.33415 -2.36554
C 3.44569 -5.29951 3.17365
H 4.06970 -3.39107 2.41775
H 0.81216 -0.59907 -3.72834
H 0.30042 -6.58084 2.95201
H 4.58257 2.42669 -1.91913
H -6.20949 2.05077 -2.43272
H 4.43449 0.06313 -1.50707
H 3.09532 -0.63937 -0.64461
H -0.08477 -4.41094 1.80913
H -3.27939 3.42585 0.22269
H -5.47185 0.95451 -1.46953
H -5.70326 2.99069 -0.26982
H -3.62957 1.70295 0.18873
H 1.05706 0.96529 -2.95129
H 1.62035 4.95760 -0.11537
H -2.16794 1.22535 -3.14709
H -4.91043 3.84218 -1.60729
H 1.45521 1.07054 2.64562
H 3.79833 4.70794 -1.33369
H -4.23696 2.50235 -3.64794
H 4.42268 -5.55874 3.55637
H 0.05262 -1.36233 -1.81144
H -1.98742 -1.18081 3.44391
H -2.31738 3.24009 -1.92555
H 2.54375 -7.13363 3.81268
H 0.00040 1.68589 2.29014
H 0.35660 2.92146 0.46279
H 2.95014 -1.44114 -2.90256
H -2.16287 0.41290 2.69638
H 0.48333 -1.01623 3.30282
H 3.22776 0.14421 -3.59477
H -0.19420 0.33272 4.20314
H -2.95473 0.38648 -1.81793
H -4.58435 0.76385 -3.66320
*
```

E: -89297.063 eV

6.
Below is the molecule C16H14ClN3O3S3, with properties calculated with ωB97M-V with the def2-TZVPD basis set.

Geometry as ORCA input:
```
! RIJCOSX wB97M-V def2-TZVPD def2/J DEFGRID3
* xyz 0 1
Cl -6.24510 -2.23032 -6.53507
S -0.27354 -0.11469 0.69874
S -3.22829 -1.85093 -0.91705
S 3.63742 2.97681 0.72452
O 2.17578 3.72253 0.85833
O 4.71994 3.88324 1.12734
O 3.72831 2.54935 -0.64561
N -0.56611 0.21499 -1.82536
N 2.44564 0.16486 0.05341
N 0.80520 0.28991 -1.59634
C -5.43836 -2.18293 -4.95639
C -5.43220 -2.38891 -2.55440
C 4.02697 0.79754 5.51627
C -4.10857 -1.77214 -4.92836
C 1.11834 0.10388 -0.33845
C 2.62340 -0.71222 2.30137
C -2.72702 -0.11004 -0.75283
C 3.33505 1.54273 1.81986
C 3.68947 1.68741 3.16476
C 3.01125 -0.58220 3.62997
C -3.45518 -1.64051 -3.68622
C -6.10768 -2.50271 -3.75056
C 2.75323 0.35618 1.38340
C 3.57860 0.62868 4.07978
C -1.24040 0.03962 -0.71226
C -4.09658 -1.94605 -2.46628
H 4.83460 1.53552 5.65225
H 2.96780 0.74425 -0.63234
H 2.26156 -1.64798 1.91495
H 4.14652 2.62103 3.44960
H -2.40251 -1.31601 -3.72099
H -3.63348 -1.51754 -5.86325
H -7.15031 -2.79939 -3.67124
H -5.96869 -2.67234 -1.66145
H 3.15442 1.09725 6.13373
H -3.12393 0.44240 -1.59900
H -3.15438 0.23730 0.20404
H 2.00909 3.96738 -0.06737
H 4.40359 -0.15813 5.89231
H 2.92614 -1.45785 4.27617
*
```

SMILES string: Cc1ccc(Nc2nnc(CSc3ccc(Cl)cc3)s2)c(S(=O)(=O)O)c1
Relative energy (zero: lowest compared OMol25 entry of this formula, charge and spin): 0.0 kJ/mol

7.
Below is the molecule C8H10, with properties calculated with ωB97M-V with the def2-TZVPD basis set.

Geometry as ORCA input:
```
! RIJCOSX wB97M-V def2-TZVPD def2/J DEFGRID3
* xyz 0 1
C 0.12349 -1.04175 1.13825
C 0.25786 -0.14017 0.11893
C 1.57403 0.02216 -0.55803
C -2.04103 0.35368 0.37465
C -1.07140 -1.35036 1.76887
C -2.23561 -0.56656 1.31333
C -0.88476 0.57821 -0.20704
C 1.70035 0.93909 -1.78585
H 1.06010 -1.69816 1.38625
H 1.00723 0.70950 -2.62716
H -1.28869 -2.26932 2.35421
H -3.02583 0.68556 0.24184
H -3.22790 -0.68362 1.78074
H 2.16166 -0.96617 -0.78886
H 1.41527 2.17957 -1.58245
H 2.81550 1.16655 -2.10334
H -0.70378 1.38768 -1.03337
H 2.36350 0.69413 0.20904
*
```

SMILES string: CCc1ccccc1
Relative energy (zero: lowest compared OMol25 entry of this formula, charge and spin): 247.8 kJ/mol

8.
Below is a structure of composition C4H5Br6CaO2, with properties calculated with ωB97M-V with the def2-TZVPD basis set.

Geometry as ORCA input:
```
! RIJCOSX wB97M-V def2-TZVPD def2/J DEFGRID3
* xyz 1 1
Br 25.56301 16.06865 -9.29554
Br 20.37221 17.23192 -11.24228
Br 24.60843 14.25595 -6.55903
Br 18.96848 20.02200 -9.98319
Br 19.85778 17.53805 -8.04486
Br 23.52052 17.24997 -6.92142
Ca 23.07273 14.17069 -2.12603
O 20.96959 14.16932 -3.15603
O 22.29414 15.76950 -3.78645
C 24.13129 15.65856 -7.90379
C 20.55539 15.23438 -5.23847
C 20.29582 18.57543 -9.69650
C 21.25815 15.09890 -3.91180
H 23.27156 15.26592 -8.44675
H 19.55239 15.62976 -5.07794
H 21.28981 19.01698 -9.62494
H 21.01046 16.02361 -5.83691
H 20.49139 14.37922 -5.91131
*
```

Relative energy (zero: lowest compared OMol25 entry of this formula, charge and spin): 76.4 kJ/mol

9.
Below is the molecule C3H4N4O, with properties calculated with ωB97M-V with the def2-TZVPD basis set.

Geometry as ORCA input:
```
! RIJCOSX wB97M-V def2-TZVPD def2/J DEFGRID3
* xyz 0 1
O 0.85943 -1.62075 0.17837
N 1.46322 1.08490 0.13836
N -1.32898 -0.95805 -0.10242
N -2.33998 0.01995 0.03120
N 2.03165 -1.15074 0.06626
C 0.18901 0.81072 0.10280
C -0.17268 -0.52673 -0.03369
C 2.22698 0.13638 -0.20683
H -0.63317 1.47484 0.69644
H 3.15558 0.39358 -0.44981
H -2.17993 0.96477 -0.50540
H -3.27114 -0.62888 0.08474
*
```

SMILES string: N/N=c1\cncno1
Relative energy (zero: lowest compared OMol25 entry of this formula, charge and spin): 631.6 kJ/mol

10.
Below is a structure of composition C7H14DyOPS, with properties calculated with ωB97M-V with the def2-TZVPD basis set.

Geometry as ORCA input:
```
! RIJCOSX wB97M-V def2-TZVPD def2/J DEFGRID3
* xyz 0 6
Dy 1.15832 -0.83033 0.04512
S -0.21942 2.16196 1.29953
P 2.36665 0.10516 -2.13542
O -0.00294 0.63377 0.91105
C -0.40318 -2.47222 -1.47492
C -2.50623 -2.65981 -0.44352
C -2.37365 -1.33785 -0.93422
C -1.32011 -3.34366 -0.76923
C -0.74985 1.92259 3.00068
C -1.07385 -1.14830 -1.55258
C 1.52097 2.73205 1.39529
H -0.77244 -0.35872 -2.28530
H 1.64194 3.45750 0.57075
H -1.72645 1.39024 2.94885
H 1.71242 3.26659 2.33628
H 1.90044 0.59958 -3.38125
H 0.51855 -2.70313 -2.04520
H -3.15645 -0.59881 -0.91102
H 2.24496 1.91951 1.27139
H -1.16905 -4.39664 -0.58167
H 3.26449 1.20191 -1.89759
H -0.91133 2.89707 3.48445
H -0.02802 1.31256 3.59209
H 3.37921 -0.73724 -2.70596
H -3.29501 -3.01376 0.26240
*
```

E: -53734.796 eV